Molecular formula: C46H40N5O9SZr
Method: DFT, ωB97M-V/def2-TZVPD

ORCA input file:
```
! wB97M-V def2-TZVPD RIJCOSX def2/J DEFGRID3
* xyz -1 1
Zr 0.143 -1.303 0.465
O -2.640 -3.912 2.129
C -2.346 -2.825 1.683
O -1.501 -2.618 0.709
C -2.964 -1.551 2.218
C -3.023 -0.484 1.119
C -3.909 0.678 1.554
C -3.019 1.371 2.610
C -1.786 0.484 2.612
O -1.676 0.089 1.198
C -2.043 -0.863 3.278
C -0.692 -1.528 3.545
O -0.412 -1.950 4.644
O 0.157 -1.489 2.539
H -3.942 -1.782 2.636
H -3.193 -0.869 0.119
H -4.848 0.306 1.964
H -4.137 1.336 0.719
H -3.471 1.409 3.600
H -2.739 2.383 2.321
H -0.885 0.969 2.948
H -2.541 -0.758 4.239
C 1.682 5.054 1.169
C 0.332 5.308 0.562
C 0.012 6.571 0.090
C -1.216 6.835 -0.502
C -2.132 5.806 -0.615
C -1.847 4.527 -0.146
C -2.902 3.461 -0.251
C -0.606 4.254 0.451
N -0.215 2.958 0.804
C 0.102 2.736 2.059
O -0.184 3.389 3.083
C 1.134 1.614 2.253
C 1.979 1.730 3.349
C 3.142 0.975 3.406
C 3.484 0.198 2.316
C 2.568 0.091 1.285
N 1.371 0.702 1.298
C 2.974 -0.467 -0.074
O 4.172 -0.536 -0.327
N 1.913 -0.701 -0.857
C 2.045 -0.526 -2.273
C 1.671 0.736 -2.764
C 1.521 1.907 -1.832
C 1.561 0.925 -4.136
C 1.887 -0.092 -5.019
C 2.405 -1.275 -4.523
C 2.517 -1.504 -3.152
C 3.205 -2.746 -2.673
H 2.344 5.905 1.005
H 1.600 4.877 2.243
H 2.139 4.163 0.729
H 0.746 7.365 0.180
H -1.449 7.826 -0.872
H -3.101 5.991 -1.071
H -2.483 2.494 0.008
H -3.324 3.415 -1.259
H -3.728 3.663 0.437
H 1.713 2.453 4.107
H 3.807 1.055 4.257
H 4.440 -0.294 2.215
H 0.885 1.738 -0.966
H 2.501 2.163 -1.417
H 1.150 2.784 -2.365
H 1.246 1.893 -4.510
H 1.791 0.057 -6.087
H 2.747 -2.045 -5.205
H 3.868 -2.511 -1.841
H 2.509 -3.512 -2.347
H 3.804 -3.171 -3.480
O -0.421 -5.421 -0.401
S 0.714 -4.546 -0.520
O 1.839 -5.073 -1.254
N 0.292 -3.058 -1.040
C -0.541 -2.969 -2.135
C -0.870 -3.986 -3.009
C -1.707 -3.763 -4.115
C -2.241 -2.533 -4.381
C -1.964 -1.469 -3.493
C -2.449 -0.157 -3.686
C -2.153 0.831 -2.791
C -1.400 0.504 -1.654
N -0.935 -0.710 -1.446
C -1.153 -1.699 -2.364
C 1.293 -4.116 1.086
C 2.522 -3.476 1.221
C 3.017 -3.251 2.498
C 2.296 -3.673 3.604
C 1.077 -4.325 3.451
C 0.564 -4.551 2.187
H -0.455 -4.973 -2.858
H -1.916 -4.596 -4.775
H -2.866 -2.357 -5.247
H -3.051 0.050 -4.564
H -2.493 1.847 -2.925
H -1.176 1.247 -0.897
H 3.094 -3.211 0.338
H 3.970 -2.755 2.623
H 2.676 -3.483 4.599
H 0.512 -4.625 4.322
H -0.393 -5.033 2.033
*
```

Values from the calculation:
E_tot in Eh: -3173.46238
HOMO in eV: -5.20
HOMO-LUMO gap in eV: 6.8
ΔE to the lowest compared entry with this formula, charge and spin in eV: 0.000